DFT (ωB97M-V/def2-TZVPD) results for C30H51F2FeO30 as an isolated structure in a non-equilibrium geometry.

Each line ends with the Mulliken charge.
Geometry (Å):
Fe  1.6610  -7.5361  -1.8800  1.7352
C  3.3618  -10.6590  0.0545  -1.4843
C  2.9772  -9.3368  -0.6744  0.7795
O  2.4326  -8.4186  -0.1102  -0.4988
O  2.9463  -9.1291  -1.8982  -0.5840
H  3.1740  -11.5087  -0.6019  0.3619
H  2.6988  -10.7583  0.9139  0.3547
H  4.4057  -10.8261  0.3199  0.3139
C  -0.1451  -3.8579  -1.4558  -0.0634
C  0.6888  -5.1690  -1.5691  1.0216
O  0.9656  -5.8984  -0.6043  -0.7271
O  0.9019  -5.6371  -2.6871  -0.6028
H  -0.0868  -3.3114  -2.3971  -0.3081
H  0.0990  -3.2155  -0.6097  0.4301
H  -1.1822  -4.1151  -1.2402  -0.2690
C  -1.6540  -9.6470  -2.6319  -1.3468
C  -0.4649  -8.8371  -2.3920  0.9114
O  0.4418  -8.5492  -3.2300  -0.6647
O  -0.1960  -8.3838  -1.2717  -0.6659
H  -2.5212  -9.1216  -2.2319  0.3154
H  -1.6196  -10.6511  -2.2092  0.3187
H  -1.7256  -9.7875  -3.7105  0.3496
C  -3.5389  -0.7866  0.5367  -0.4418
C  -2.1783  -1.2815  0.9361  0.1590
O  -1.4131  -0.6169  -0.0907  -0.2413
C  -2.1698  -0.5924  -1.2054  0.7076
O  -1.8168  -0.2511  -2.3587  -0.5944
O  -3.4000  -0.8090  -0.8344  -0.3242
F  -2.1062  -2.6238  0.9288  -0.1617
H  -3.6598  0.2395  0.8838  0.3365
H  -4.2929  -1.5087  0.8501  0.3059
H  -1.8032  -0.8823  1.8785  0.3088
C  -1.6792  -5.4770  1.6691  0.1933
C  -1.2627  -6.8714  2.1773  0.5502
O  -2.2801  -7.7345  1.7865  -0.3395
C  -3.1266  -7.0638  0.9480  0.6364
O  -4.2442  -7.4938  0.6188  -0.6142
O  -2.7868  -5.7737  0.8484  -0.1896
F  -1.0620  -6.7326  3.4536  -0.3273
H  -0.9426  -4.9177  1.0923  -0.3071
H  -1.8824  -4.8902  2.5649  0.2909
H  -0.3116  -7.2124  1.7682  0.0749
C  1.8915  -0.2450  -1.4507  -0.2335
O  2.5034  0.5868  -0.4848  -0.3095
C  2.8988  0.0771  0.7193  0.7167
O  2.8310  -1.1074  1.1049  -0.5626
O  3.5481  1.0176  1.3332  -0.3428
C  4.4000  0.8333  2.4507  -0.6404
H  1.0517  -0.8738  -1.1548  0.0866
H  2.7012  -0.9710  -1.5237  0.3174
H  1.6693  0.2816  -2.3789  0.1706
H  4.9725  -0.0636  2.2142  0.3015
H  3.8639  0.6526  3.3823  0.2771
H  5.1359  1.6214  2.6102  0.2455
C  3.1912  -5.0669  -5.4626  -0.3855
O  3.4983  -6.4285  -5.8131  -0.4868
C  3.1595  -7.4170  -5.0062  0.3277
O  2.8060  -7.2985  -3.8249  0.7205
O  3.2125  -8.4855  -5.7162  -0.4851
C  2.8669  -9.8181  -5.1996  -0.5270
H  3.6424  -4.9031  -4.4840  0.1177
H  2.1044  -5.1474  -5.4427  0.1399
H  3.4258  -4.2258  -6.1150  0.2990
H  3.2475  -10.5618  -5.8996  0.3308
H  1.7843  -9.8524  -5.0776  0.1794
H  3.3306  -9.9496  -4.2219  0.1486
C  -2.1262  -5.3173  -4.6549  0.0305
O  -2.5730  -4.6912  -5.8921  -0.4165
C  -1.7968  -3.8319  -6.5527  0.8578
O  -0.6307  -3.5481  -6.3404  -0.5566
O  -2.4196  -3.4688  -7.6763  -0.3430
C  -1.7279  -2.7437  -8.7231  -0.7307
H  -2.6107  -4.8413  -3.8024  -0.0170
H  -1.0444  -5.2396  -4.5465  0.0171
H  -2.4038  -6.3682  -4.7359  0.2635
H  -0.8138  -3.1053  -9.1941  0.3061
H  -1.3083  -1.8026  -8.3676  0.3118
H  -2.4620  -2.6556  -9.5240  0.2705
C  3.7969  2.3823  -5.4628  -0.7326
O  2.9036  1.4596  -4.8122  -0.2598
C  2.5854  0.3353  -5.4761  0.6463
O  3.1036  -0.0605  -6.5541  -0.6156
O  1.5434  -0.2210  -4.8238  -0.1278
C  1.0002  -1.4501  -5.1555  -0.3269
H  3.9518  3.2500  -4.8216  0.2670
H  3.6014  2.7763  -6.4601  0.3023
H  4.7923  1.9402  -5.5062  0.3138
H  0.5209  -1.9329  -4.3038  -0.1029
H  1.7913  -2.1206  -5.4911  0.2988
H  0.3859  -1.3492  -6.0503  0.3102
C  -4.9007  -4.0503  -1.6891  -0.3559
O  -5.2471  -4.2236  -3.0206  -0.3248
C  -5.5506  -3.1882  -3.8545  0.7767
O  -5.5412  -1.9658  -3.5494  -0.5940
O  -5.8904  -3.7782  -5.0395  -0.2738
C  -6.5114  -2.9328  -5.9906  -0.6549
H  -5.4925  -3.2135  -1.3181  0.3996
H  -3.8390  -3.8044  -1.6667  -0.0008
H  -4.9908  -4.9871  -1.1391  0.1851
H  -6.7640  -3.5511  -6.8520  0.2250
H  -5.8651  -2.1048  -6.2817  0.2900
H  -7.3746  -2.4631  -5.5189  0.3208
C  5.7338  -6.6240  -3.0033  -0.2236
O  5.8142  -5.8947  -1.8036  -0.4497
C  4.6740  -5.6850  -1.1369  0.5119
O  3.5755  -6.0777  -1.4879  -0.1237
O  4.9435  -5.0874  -0.0038  -0.4678
C  3.8721  -4.6342  0.8059  -0.3359
H  5.1410  -7.5236  -2.8373  0.0979
H  6.7305  -6.8340  -3.3915  0.3292
H  5.2182  -6.1973  -3.8636  0.0028
H  3.1654  -5.4156  1.0853  0.1149
H  3.3825  -3.8157  0.2781  0.1953
H  4.2734  -4.3043  1.7641  0.2843

Calculated values
Lowest unoccupied orbital energy (alpha / beta) ... 0.015 / -0.028 hartree
Electronic energy ... -133183.2700 eV
Relative energy (zero: lowest compared OMol25 entry of this formula, charge and spin) ... 4.667 eV
Spin multiplicity ... 6
Gap between HOMO and LUMO (alpha / beta) ... 10.2 / 9.2 eV
⟨S²⟩ ... 8.76
HOMO level (alpha / beta) ... -9.794 / -9.940 eV

DFT (ωB97M-V/def2-TZVPD) results for a 12-piece molecular cluster, C92H114F15N15O19 overall in a non-equilibrium geometry.

Each line ends with the Mulliken charge.
Geometry (Å):
C  7.1539  0.8002  -3.4892  -1.0709
N  7.3738  -0.5313  -2.9489  0.5259
C  8.0892  -1.4008  -3.6748  -0.4280
C  8.0231  -2.7864  -3.6372  -1.2673
C  7.2030  -3.3966  -2.6657  1.4096
C  6.3653  -2.6143  -1.8774  -0.7260
C  6.3452  -1.1210  -2.0232  -1.0468
C  7.0139  -4.8683  -2.8025  0.6420
C  5.7592  -5.4707  -2.6173  -0.9749
C  5.5603  -6.7421  -3.1204  -0.1772
N  6.4412  -7.4029  -3.8209  0.0563
C  7.6903  -6.9461  -3.9156  -0.2532
C  7.9815  -5.6992  -3.4120  -0.6730
C  6.0913  -8.8138  -4.2696  -0.8344
H  7.0494  1.4824  -2.6670  0.2984
H  6.3171  0.8708  -4.1664  0.3023
H  8.0686  1.2151  -3.8963  0.3856
H  8.9016  -0.9388  -4.3433  0.2689
H  8.6668  -3.3261  -4.3078  0.3258
H  5.7621  -3.1573  -1.2354  0.8067
H  5.3386  -0.9427  -2.4625  0.3193
H  4.9984  -4.9863  -2.0558  0.6073
H  4.6701  -7.2953  -2.9435  0.4448
H  8.4275  -7.5914  -4.5135  0.3501
H  8.9976  -5.4028  -3.6043  0.5083
H  6.4132  -9.5669  -3.5268  0.3167
H  6.6719  -8.8880  -5.1972  0.3449
H  4.9807  -8.8734  -4.3850  0.3201
C  -2.8471  -4.4610  0.2568  -0.5882
N  -1.8703  -4.1649  1.3596  0.2424
C  -2.3353  -4.2137  2.6238  -0.9051
C  -1.4409  -3.9325  3.6665  -0.2279
C  -0.1152  -3.6354  3.4010  1.1980
C  0.3415  -3.5838  2.0399  -0.4941
C  -0.5982  -3.7292  1.0552  -0.7315
C  0.9130  -3.6590  4.4373  0.3932
C  0.9139  -2.7203  5.4583  -0.6796
C  1.9131  -2.8412  6.4033  -0.6517
N  2.7277  -3.9391  6.3618  0.2504
C  2.7467  -4.8746  5.3418  -0.4739
C  1.9173  -4.6734  4.3063  -0.9868
C  3.7532  -4.0946  7.3921  -1.0337
H  -2.6513  -5.5290  -0.0338  0.3203
H  -2.6888  -3.7583  -0.6126  -0.1612
H  -3.8035  -4.3788  0.7777  0.3588
H  -3.3113  -4.5542  2.8017  0.8231
H  -1.7645  -3.9196  4.7041  0.6190
H  1.3932  -3.4935  1.7271  0.7139
H  -0.4162  -3.7401  -0.0434  0.1201
H  0.1985  -1.9081  5.4535  0.8789
H  2.1625  -2.0674  7.1704  0.4901
H  3.4676  -5.6820  5.3678  0.4589
H  1.9199  -5.3667  3.4843  0.5785
H  3.8771  -3.1563  7.9658  0.3308
H  4.7057  -4.3697  6.9956  0.4008
H  3.4762  -4.8605  8.1364  0.3445
C  2.3433  6.9103  -10.6214  -0.9837
N  1.6729  6.3186  -9.4581  0.0570
C  2.3036  6.3094  -8.3104  -0.4101
C  1.7380  5.6882  -7.2039  -0.5245
C  0.4984  4.9783  -7.3505  0.4299
C  -0.1010  5.0264  -8.6565  -0.9396
C  0.5241  5.6659  -9.6924  -0.0730
C  -0.0129  4.2048  -6.2157  1.3139
C  0.7442  3.6987  -5.3046  -1.2091
C  0.3139  2.9247  -4.1147  -0.4946
N  -1.1526  2.7940  -4.0714  1.7461
C  -1.9478  3.5583  -4.9271  -0.9909
C  -1.4077  4.2518  -5.9038  -0.7781
C  -1.8053  1.8771  -3.1208  -1.4265
H  2.3182  8.0355  -10.4836  0.3622
H  1.8875  6.6453  -11.5674  0.3213
H  3.4058  6.6583  -10.7687  0.3761
H  3.2588  6.7965  -8.3288  0.4902
H  2.2069  5.7058  -6.2101  0.1925
H  -1.0637  4.4791  -8.6804  0.4848
H  0.0692  5.6498  -10.6649  0.3982
H  1.7843  3.5185  -5.4112  1.0604
H  0.7515  1.9079  -4.1282  -0.0219
H  -3.0131  3.5106  -4.7632  0.4010
H  -2.0786  4.8792  -6.4813  0.5544
H  -1.3018  2.0385  -2.2146  0.2858
H  -1.7503  0.9504  -3.6007  0.8227
H  -2.8614  2.1148  -2.9802  -0.6510
C  -7.0963  1.7358  2.8371  -1.1074
N  -6.3736  1.3037  4.0850  0.1143
C  -5.0489  1.2342  4.0775  -0.3160
C  -4.3730  0.9633  5.2234  1.2858
C  -5.1294  0.5936  6.3620  0.0467
C  -6.4785  0.3299  6.2869  -1.0691
C  -7.0670  0.7733  5.1089  -0.3306
C  -4.3936  0.4446  7.6535  1.3110
C  -3.1291  -0.1401  7.6775  -0.3933
C  -2.3394  0.0951  8.8030  -0.7637
N  -2.9839  0.4865  9.9198  0.1057
C  -4.2669  0.7784  9.9684  -0.4848
C  -5.0144  0.7868  8.8348  -1.1289
C  -2.2594  0.6194  11.2264  -0.9275
H  -6.3552  2.0949  2.1868  0.4011
H  -7.7725  2.5107  3.0756  0.3685
H  -7.5070  0.7801  2.5684  0.3697
H  -4.5336  1.3958  3.1234  0.3614
H  -3.3057  1.1668  5.2826  -0.4871
H  -7.1468  0.1439  7.0981  0.6116
H  -8.1212  0.7726  4.9516  0.5859
H  -2.6570  -0.4935  6.7525  0.4492
H  -1.3256  -0.1596  8.8597  0.6267
H  -4.5744  0.9548  10.9796  0.5801
H  -6.0207  1.1500  8.7769  0.5594
H  -1.1560  0.5010  11.1244  0.2965
H  -2.7114  -0.0758  11.9751  0.4073
H  -2.5862  1.5836  11.7265  0.3825
C  -3.3275  -2.6184  -6.5011  -0.6194
N  -4.1893  -2.6992  -5.2718  0.1581
C  -5.3851  -3.1771  -5.4216  -0.4557
C  -6.1956  -3.3207  -4.3359  -0.7087
C  -5.7775  -2.8574  -3.0521  0.7563
C  -4.4710  -2.2957  -3.0132  0.2579
C  -3.7040  -2.2021  -4.0966  0.0218
C  -6.5497  -2.7569  -1.8230  0.7549
C  -6.5533  -1.6455  -1.0420  1.2728
C  -7.2125  -1.6752  0.1507  -1.6826
N  -7.9668  -2.7206  0.5373  0.3598
C  -8.0731  -3.7639  -0.3305  -0.5683
C  -7.3581  -3.8378  -1.4718  -1.1145
C  -8.6871  -2.6999  1.8310  -0.8971
H  -2.8748  -1.6357  -6.4549  0.1045
H  -4.0058  -2.7415  -7.3933  0.4968
H  -2.6248  -3.4509  -6.4393  0.2074
H  -5.5931  -3.5661  -6.4100  0.4499
H  -7.1190  -3.7891  -4.5402  0.6127
H  -4.0508  -1.9215  -2.1053  -0.2632
H  -2.7019  -1.7127  -4.1401  -0.3396
H  -6.0180  -0.7673  -1.3327  -0.3505
H  -7.1950  -0.8280  0.7942  1.0356
H  -8.6976  -4.5995  -0.0372  0.4277
H  -7.3989  -4.7450  -2.0809  0.5497
H  -8.1568  -3.1487  2.6716  0.2612
H  -9.6124  -3.2805  1.6278  0.4630
H  -9.1238  -1.7713  2.1217  0.3324
C  5.7420  3.4672  3.7126  -0.9229
N  4.4053  2.9148  3.4024  0.2220
C  3.8878  3.2050  2.1847  -1.2093
C  2.6643  2.5992  1.9184  -1.0873
C  2.0429  1.7065  2.7506  0.9522
C  2.6207  1.4908  3.9703  -0.5417
C  3.8570  2.0878  4.2813  0.2502
C  0.9862  0.9243  2.2182  0.8623
C  -0.1545  0.6513  2.9753  -0.6229
C  -1.2447  0.1719  2.2838  -0.5402
N  -1.1575  -0.1334  0.9782  1.0350
C  0.0089  -0.1139  0.2950  0.0005
C  1.1415  0.4471  0.9121  -1.5749
C  -2.4132  -0.2795  0.2886  -0.0648
H  5.7331  4.5605  3.6981  0.3416
H  6.4812  3.0598  3.0650  0.2727
H  5.9721  3.0513  4.6712  0.3240
H  4.4294  3.9196  1.5932  0.7137
H  2.2041  2.9336  1.0178  0.8471
H  2.1801  0.8247  4.6989  0.2797
H  4.3278  1.8579  5.3094  0.1524
H  -0.3660  0.8980  4.0092  0.3290
H  -2.2590  0.0607  2.6863  0.3206
H  0.1479  -0.5421  -0.6757  0.0053
H  2.0978  0.5751  0.4324  1.0538
H  -2.1594  -0.5685  -0.6969  -1.3129
H  -2.9354  0.6715  0.2111  1.3320
H  -3.1369  -0.9240  0.7275  -0.6211
C  7.4901  -0.3419  -0.0677  -0.2269
O  7.3220  -1.3028  0.8811  -0.2363
O  6.4178  -0.2722  -0.9085  0.0184
C  7.4592  1.0581  0.6877  0.6393
F  7.6125  1.9776  -0.3486  -0.2915
F  6.5440  1.4527  1.4975  -0.1537
F  8.5718  1.1679  1.4521  -0.3127
C  8.4431  -2.2395  1.0238  -0.1111
C  8.0572  -3.3950  1.9648  -1.3327
H  8.9084  -4.0817  2.1780  0.3874
H  7.7689  -2.9829  2.9270  0.3322
H  7.1929  -3.9310  1.5614  0.2716
H  9.2818  -1.7204  1.4923  0.4243
H  8.8426  -2.6980  0.1413  0.2367
H  8.4435  -0.4376  -0.5639  0.5804
C  0.4610  4.8272  -2.5575  -0.1690
O  1.4397  5.6100  -3.0587  -0.2791
O  0.7942  3.4748  -2.8017  -0.4004
C  0.4444  4.8628  -1.0276  0.9932
F  0.4337  3.6408  -0.4800  -0.0633
F  1.5089  5.5151  -0.6322  -0.2813
F  -0.6691  5.4835  -0.5947  -0.3220
C  1.2650  6.9071  -3.5879  -0.2731
C  2.7497  7.3757  -3.6610  -1.1307
H  3.1568  6.8078  -4.5601  0.2035
H  2.8264  8.4656  -3.7921  0.4213
H  3.2457  7.0465  -2.7852  0.3096
H  0.6835  7.4477  -2.8357  0.4882
H  0.7087  6.9971  -4.5195  0.2387
H  -0.5334  5.1502  -2.9750  0.3373
C  -0.8013  -2.3290  -2.7478  -0.9035
O  -0.9024  -1.3402  -3.9636  0.2575
O  -1.6334  -1.9979  -1.8783  0.8775
C  -1.0103  -3.8269  -3.3050  0.8371
F  0.0123  -4.5428  -2.7386  -0.2651
F  -2.1480  -4.3992  -2.8005  -0.1953
F  -0.9978  -3.9772  -4.6140  -0.2253
C  0.2731  -1.2706  -4.7594  -0.5077
C  -0.0351  -0.2557  -5.8811  -0.9207
H  -0.5601  0.5362  -5.3533  -0.0456
H  0.8695  0.2277  -6.2438  0.4456
H  -0.7233  -0.6321  -6.6578  0.2676
H  0.4757  -2.2757  -5.0805  0.6072
H  1.2024  -1.0439  -4.1733  0.0875
H  0.2878  -2.3181  -2.5511  -0.3612
C  -1.4837  2.6121  5.7822  -0.4628
O  -0.3547  3.2009  5.1382  0.0750
O  -1.4409  1.3319  5.6059  -0.8070
C  -1.3910  3.0138  7.2432  0.8106
F  -2.6620  2.8198  7.8857  -0.3380
F  -0.5887  2.1700  7.9215  -0.2003
F  -1.0460  4.3241  7.4937  -0.2790
C  -0.7634  4.4946  4.5981  -0.1752
C  0.5139  5.3078  4.4199  -1.2165
H  0.2923  6.3843  4.2941  0.4377
H  1.0867  5.3145  5.3633  0.3081
H  1.2178  4.8992  3.6944  0.0523
H  -1.4196  5.0693  5.2152  0.4340
H  -1.3231  4.2894  3.6491  0.2307
H  -2.4455  2.9604  5.3690  0.3002
C  -4.9628  1.3431  -1.9171  -0.8949
O  -5.2262  2.2909  -3.0462  -0.5009
O  -4.0156  0.4795  -2.0103  1.6498
C  -5.0797  2.2759  -0.7106  -0.3580
F  -3.8882  2.9168  -0.6160  -0.1723
F  -6.0759  3.1453  -0.4630  -0.3988
F  -5.1936  1.5032  0.4039  0.2963
C  -4.9546  1.7049  -4.3076  1.0876
C  -5.6555  2.4860  -5.4577  -1.6868
H  -5.6869  3.5739  -5.1642  0.3050
H  -5.0385  2.3672  -6.3976  0.3219
H  -6.6658  2.1559  -5.6213  0.4827
H  -5.3018  0.6560  -4.3764  -0.0946
H  -3.9014  1.5531  -4.4097  -0.4057
H  -5.9760  0.8745  -1.9182  0.1472
N  -5.0701  -2.0016  2.5424  0.5329
O  -5.5978  -3.1236  2.5241  -0.6867
O  -3.8428  -1.8996  2.4895  -0.1331
O  -5.7742  -0.9825  2.5195  -0.3737
N  3.2006  0.1490  7.2027  1.1949
O  2.9339  -0.5413  8.2504  -0.7768
O  3.2680  1.3875  7.2304  -0.6275
O  3.2872  -0.5464  6.0530  -0.6260
N  2.6944  -2.3399  -0.7409  0.4626
O  3.1199  -3.4922  -1.0631  -0.6539
O  3.3109  -1.3256  -1.1119  -0.5104
O  1.7020  -2.2358  0.0510  -0.3414

Calculated values
Lowest unoccupied orbital energy ... -0.280 hartree
Electronic energy ... -199217.4149 eV
Net charge ... +4
Gap between HOMO and LUMO ... 5.3 eV
HOMO level ... -12.920 eV